Record 1
The following is a DFT calculation (wB97M-V/def2-TZVPD) of 9 unconnected molecules or ions with the total composition C19H59N3O10 at a distorted geometry.

Lowest unoccupied orbital energy   0.01921 Ha
HOMO   -8.4 eV
Gap between HOMO and LUMO   9.0 eV
SMILES   COC[C@H](C)N.COC[C@H](C)N.COC[C@H](C)N.OCCO.CO.CO.CO.CO.CO
ΔE to the lowest compared entry with this formula, charge and spin   1.656 eV

Last column: Löwdin charge in e.
Atoms and positions in Å:
1 C -0.740 -3.460 -2.919  -0.07
2 O -1.255 -2.418 -3.773  -0.19
3 C -2.289 -2.743 -4.675  -0.23
4 C -3.091 -1.526 -5.182  -0.45
5 C -3.934 -0.877 -4.056  -0.06
6 N -4.035 -1.832 -6.227  0.04
7 H -0.399 -4.359 -3.433  0.09
8 H -1.522 -3.757 -2.220  0.09
9 H -0.077 -2.895 -2.264  0.07
10 H -2.004 -3.358 -5.529  0.12
11 H -3.060 -3.376 -4.235  0.12
12 H -2.376 -0.756 -5.472  0.13
13 H -3.387 -0.509 -3.188  0.06
14 H -4.664 -1.540 -3.593  0.08
15 H -4.365 0.013 -4.513  0.07
16 H -3.463 -2.305 -6.912  0.07
17 H -4.539 -2.636 -5.883  0.07
18 C 2.984 5.849 -1.086  -0.12
19 O 2.071 4.833 -1.338  -0.18
20 C 1.705 4.201 -0.163  -0.22
21 C 2.729 3.274 0.535  -0.45
22 C 3.139 2.038 -0.280  -0.04
23 N 2.345 2.918 1.827  0.06
24 H 3.099 6.414 -2.011  0.09
25 H 3.952 5.371 -0.935  0.08
26 H 2.769 6.455 -0.206  0.09
27 H 1.242 4.934 0.498  0.12
28 H 0.970 3.478 -0.518  0.10
29 H 3.640 3.844 0.714  0.12
30 H 2.348 1.288 -0.301  0.05
31 H 4.072 1.601 0.075  0.08
32 H 3.125 2.234 -1.352  0.08
33 H 1.985 1.993 2.013  0.04
34 H 1.724 3.576 2.276  0.08
35 C 4.877 -1.107 -1.014  -0.12
36 O 4.057 -1.805 -0.144  -0.18
37 C 2.873 -1.281 0.444  -0.18
38 C 2.078 -2.393 1.220  -0.37
39 C 1.750 -3.577 0.392  -0.06
40 N 0.775 -1.830 1.729  0.08
41 H 4.295 -0.554 -1.752  0.08
42 H 5.558 -1.796 -1.513  0.09
43 H 5.430 -0.363 -0.441  0.08
44 H 2.983 -0.320 0.945  0.10
45 H 2.199 -0.939 -0.341  0.10
46 H 2.683 -2.648 2.091  0.14
47 H 2.679 -4.083 0.127  0.08
48 H 1.196 -3.267 -0.495  0.07
49 H 1.261 -4.399 0.914  0.07
50 H 1.109 -0.984 2.167  0.03
51 H 0.083 -1.420 1.118  0.04
52 O -0.136 0.174 -0.386  -0.11
53 C -1.098 0.705 0.509  -0.19
54 C -2.463 -0.123 0.475  -0.17
55 O -2.334 -1.377 1.177  -0.10
56 H -0.320 0.466 -1.281  0.01
57 H -0.612 0.800 1.479  0.10
58 H -1.245 1.725 0.155  0.09
59 H -2.946 -0.311 -0.484  0.11
60 H -3.274 0.393 0.989  0.10
61 H -2.266 -1.226 2.122  0.04
62 C 1.332 0.245 4.767  -0.14
63 O 1.129 0.607 3.455  -0.15
64 H 0.960 1.112 5.314  0.09
65 H 0.899 -0.724 5.014  0.07
66 H 2.397 0.195 4.993  0.09
67 H 0.332 1.138 3.391  0.08
68 C -3.464 -2.487 4.069  -0.13
69 O -2.250 -1.743 4.250  -0.15
70 H -4.116 -2.252 4.911  0.08
71 H -3.968 -2.169 3.157  0.07
72 H -3.174 -3.530 3.940  0.08
73 H -1.588 -2.347 4.594  0.03
74 C -0.354 -4.255 3.758  -0.19
75 O 0.131 -3.255 4.584  -0.13
76 H -1.039 -4.853 4.358  0.08
77 H -0.935 -3.757 2.981  0.07
78 H 0.359 -4.992 3.388  0.08
79 H 0.521 -2.570 4.037  0.04
80 C -0.679 2.482 -2.924  -0.17
81 O -0.602 1.168 -2.720  -0.10
82 H -1.238 3.019 -2.158  0.09
83 H 0.355 2.818 -2.854  0.08
84 H -0.991 2.745 -3.935  0.09
85 H -0.143 0.713 -3.430  0.12
86 C -1.970 4.473 0.950  -0.20
87 O -1.521 4.889 2.175  -0.10
88 H -2.471 5.353 0.546  0.09
89 H -1.259 4.151 0.189  0.05
90 H -2.641 3.630 1.117  0.08
91 H -1.904 5.769 2.208  0.08

Record 2
The following is a DFT calculation (wB97M-V/def2-TZVPD) of 21 unconnected molecules or ions with the total composition C19H61F2N5O23 at a distorted geometry.

Lowest unoccupied orbital energy   -0.01263 Ha
HOMO   -7.4 eV
Gap between HOMO and LUMO   7.1 eV

Last column: Löwdin charge in e.
Atoms and positions in Å:
1 O -0.056 0.452 1.579  0.03
2 F -6.050 4.589 2.184  0.06
3 F -6.299 3.488 4.158  0.04
4 N -6.503 0.435 0.910  0.03
5 N -7.076 1.427 1.635  0.05
6 O -1.801 3.334 3.232  -0.11
7 O 1.150 1.148 -1.448  -0.08
8 C -0.450 -0.360 0.756  -0.47
9 C -5.194 0.678 0.959  -0.25
10 C -6.186 2.299 2.116  -0.18
11 C -4.133 -0.117 0.423  0.07
12 C -4.876 1.822 1.813  -0.09
13 C -2.838 0.212 0.867  -0.18
14 C -3.652 2.205 2.183  -0.08
15 C 4.102 -4.472 0.250  -0.07
16 C 4.527 -3.338 0.859  -0.10
17 C 2.904 -4.511 -0.520  -0.04
18 C 3.735 -2.162 0.791  -0.04
19 C 2.146 -3.321 -0.645  -0.01
20 C 2.603 -2.145 0.013  -0.19
21 N -1.762 -0.541 0.418  0.17
22 N -2.636 1.401 1.591  0.19
23 N 0.409 -1.190 0.130  0.12
24 C -6.644 3.567 2.818  -0.32
25 C -3.246 3.313 3.151  -0.11
26 C 3.421 0.306 -1.773  0.00
27 C 1.432 -0.819 -2.697  -0.01
28 C 1.920 -0.097 -1.453  -0.46
29 C 1.777 -0.831 -0.099  -0.20
30 H -1.423 4.058 2.665  0.09
31 H 1.436 1.778 -0.708  0.06
32 H -4.353 -0.984 -0.138  0.09
33 H 4.666 -5.387 0.291  0.10
34 H 5.445 -3.396 1.468  0.10
35 H 2.589 -5.273 -1.204  0.09
36 H 4.071 -1.282 1.371  0.13
37 H 1.210 -3.322 -1.215  0.11
38 H -1.952 -1.442 -0.087  0.13
39 H -1.697 1.541 1.961  0.11
40 H -0.044 -1.696 -0.641  0.09
41 H -7.680 3.650 2.614  0.13
42 H -3.696 3.107 4.147  0.13
43 H -3.661 4.252 2.794  0.11
44 H 4.058 0.586 -0.945  0.08
45 H 3.966 -0.544 -2.103  0.04
46 H 3.393 1.070 -2.584  0.11
47 H 1.429 -0.190 -3.568  0.06
48 H 0.438 -1.121 -2.430  0.06
49 H 1.967 -1.742 -2.935  0.09
50 H 2.134 -0.126 0.658  0.14
51 O -2.935 0.650 5.263  -0.11
52 H -3.439 0.043 4.630  0.07
53 H -3.606 1.092 5.878  0.07
54 O -2.094 -1.108 -3.795  -0.10
55 H -1.442 -0.835 -4.519  0.03
56 H -2.574 -0.278 -3.473  0.09
57 O 5.632 -2.811 -2.045  -0.10
58 H 5.575 -2.751 -1.036  0.06
59 H 4.799 -3.279 -2.380  0.04
60 O -0.776 3.757 0.435  -0.10
61 H 0.084 3.223 0.435  0.04
62 H -0.606 4.627 -0.053  0.08
63 O 2.066 0.961 -5.835  -0.11
64 H 1.963 1.824 -5.318  0.09
65 H 1.955 1.168 -6.819  0.10
66 O -2.061 6.363 2.143  -0.10
67 H -2.479 6.406 1.223  0.08
68 H -1.366 7.095 2.209  0.08
69 O -1.627 -2.430 -1.552  -0.12
70 H -1.669 -3.418 -1.768  0.11
71 H -1.800 -1.913 -2.404  0.02
72 O -0.188 -0.735 -5.719  -0.11
73 H 0.587 -0.194 -5.356  0.03
74 H 0.188 -1.480 -6.291  0.10
75 O -7.458 6.665 0.481  -0.10
76 H -6.532 6.263 0.542  0.08
77 H -7.745 6.653 -0.489  0.11
78 O 6.418 -2.065 3.327  -0.11
79 H 7.138 -2.016 4.036  0.10
80 H 5.553 -1.731 3.733  0.09
81 O -0.691 1.926 -3.434  -0.12
82 H -1.622 1.604 -3.202  0.05
83 H -0.032 1.445 -2.836  0.02
84 O 0.257 1.683 3.812  -0.15
85 H -0.429 2.425 3.862  0.02
86 H 0.211 1.272 2.888  -0.02
87 O 2.019 2.533 0.598  -0.07
88 H 2.619 3.340 0.487  0.13
89 H 2.462 1.898 1.250  0.11
90 O 1.350 -2.956 2.627  -0.10
91 H 1.124 -2.331 3.389  0.08
92 H 1.650 -2.396 1.839  0.01
93 O 3.637 -4.218 -3.517  -0.10
94 H 3.680 -5.229 -3.481  0.10
95 H 3.085 -3.955 -4.324  0.09
96 O -9.472 5.533 1.774  -0.14
97 H -8.624 5.980 1.451  -0.02
98 H -9.518 5.633 2.780  0.06
99 O -4.992 -3.948 -0.020  -0.13
100 H -5.880 -3.545 -0.289  0.07
101 H -4.631 -4.469 -0.808  0.06
102 O 7.710 -1.820 0.689  -0.12
103 H 7.141 -1.970 1.513  0.00
104 H 8.210 -0.949 0.805  0.07
105 O 5.257 -8.281 0.140  -0.13
106 H 5.407 -9.230 -0.180  0.07
107 H 5.784 -8.150 0.993  0.07
108 O 6.489 -0.478 -2.992  -0.15
109 H 7.165 -0.112 -2.334  0.05
110 H 6.050 -1.289 -2.575  -0.02

Record 3
The following is a DFT calculation (wB97M-V/def2-TZVPD) of 13 unconnected molecules or ions with the total composition C19H64N10O19 at a distorted geometry.

Lowest unoccupied orbital energy   0.01096 Ha
HOMO   -9.1 eV
Gap between HOMO and LUMO   9.4 eV

Last column: Löwdin charge in e.
Atoms and positions in Å:
1 C 6.541 16.041 11.813  -0.27
2 C 6.729 14.906 10.812  -0.24
3 O 6.491 13.616 11.347  -0.11
4 O 6.661 17.245 11.114  -0.07
5 H 7.253 16.020 12.639  0.11
6 H 5.564 15.923 12.367  0.13
7 H 7.730 14.899 10.325  0.10
8 H 6.021 15.089 10.019  0.12
9 H 5.598 13.590 11.736  0.08
10 H 5.856 17.424 10.580  0.11
11 C 13.620 15.891 14.846  -0.17
12 C 12.357 15.446 15.642  -0.20
13 O 11.908 14.111 15.428  -0.13
14 O 14.724 14.963 14.951  -0.08
15 H 13.888 16.894 15.182  0.12
16 H 13.271 15.960 13.825  0.09
17 H 11.489 16.069 15.594  0.09
18 H 12.625 15.427 16.703  0.12
19 H 12.563 13.506 15.831  0.03
20 H 15.076 14.907 15.833  0.09
21 C 9.971 7.586 13.999  -0.23
22 C 8.719 6.817 13.644  -0.25
23 O 8.543 6.743 12.249  -0.07
24 O 9.863 8.908 13.501  -0.11
25 H 10.900 7.088 13.575  0.13
26 H 10.158 7.709 15.085  0.12
27 H 7.842 7.287 14.048  0.10
28 H 8.807 5.801 14.048  0.12
29 H 8.842 7.606 11.901  0.05
30 H 9.577 9.527 14.175  0.02
31 C 12.604 12.960 8.135  -0.22
32 C 13.974 13.042 8.843  -0.24
33 O 13.956 13.017 10.261  -0.07
34 O 12.049 11.688 8.409  -0.11
35 H 12.678 12.899 7.050  0.13
36 H 12.081 13.760 8.583  0.08
37 H 14.203 14.090 8.665  0.11
38 H 14.837 12.487 8.401  0.13
39 H 14.075 12.099 10.573  0.04
40 H 11.861 11.605 9.366  0.06
41 C 11.626 7.849 10.399  -0.23
42 C 10.684 8.759 9.510  -0.17
43 O 9.589 9.236 10.338  -0.10
44 O 12.071 8.550 11.528  -0.11
45 H 12.487 7.597 9.800  0.10
46 H 11.078 6.872 10.695  0.14
47 H 10.330 8.194 8.618  0.13
48 H 11.276 9.599 9.244  0.07
49 H 9.718 10.177 10.583  0.04
50 H 11.312 9.036 11.933  0.07
51 C 10.504 15.755 10.266  -0.21
52 C 11.149 15.420 11.598  -0.22
53 O 12.005 16.531 11.982  -0.08
54 O 11.586 16.082 9.362  -0.07
55 H 9.784 16.562 10.307  0.11
56 H 9.889 14.866 9.936  0.11
57 H 11.631 14.468 11.476  0.09
58 H 10.378 15.408 12.355  0.11
59 H 12.644 16.550 11.212  0.11
60 H 11.293 15.877 8.485  0.07
61 C 15.313 9.671 10.042  -0.12
62 O 14.618 10.306 11.097  -0.15
63 H 14.644 9.117 9.341  0.09
64 H 15.682 10.431 9.384  0.06
65 H 16.064 8.956 10.450  0.10
66 H 13.769 9.866 11.170  0.04
67 C 8.391 15.046 16.847  -0.11
68 O 9.266 15.805 15.926  -0.14
69 H 7.328 15.268 16.636  0.09
70 H 8.609 14.009 16.704  0.01
71 H 8.520 15.266 17.940  0.09
72 H 8.687 16.509 15.579  0.08
73 C 5.762 10.933 12.856  -0.61
74 O 4.906 11.685 12.402  0.01
75 N 5.714 10.387 14.171  0.15
76 N 6.936 10.782 12.163  0.17
77 H 4.855 10.096 14.603  0.09
78 H 6.493 9.812 14.446  0.06
79 H 7.416 9.876 12.170  0.10
80 H 6.935 11.301 11.302  0.08
81 C 8.342 13.156 7.831  -0.61
82 O 7.224 13.671 7.530  -0.03
83 N 9.365 13.032 6.915  0.15
84 N 8.484 12.635 9.111  0.17
85 H 9.285 13.364 5.938  0.12
86 H 10.049 12.336 7.162  0.07
87 H 7.577 12.633 9.531  0.07
88 H 9.275 12.695 9.712  0.04
89 C 13.829 11.517 14.871  -0.67
90 O 13.321 11.951 15.922  -0.01
91 N 14.703 12.277 14.076  0.17
92 N 13.745 10.274 14.493  0.19
93 H 14.629 13.241 14.381  0.05
94 H 14.936 12.083 13.102  0.09
95 H 13.121 9.646 14.967  0.12
96 H 14.115 9.972 13.582  0.11
97 C 10.534 12.401 12.398  -0.62
98 O 10.438 11.901 11.235  -0.05
99 N 9.493 13.084 12.961  0.21
100 N 11.706 12.540 13.003  0.20
101 H 8.602 13.111 12.434  0.10
102 H 9.455 13.246 13.952  0.09
103 H 11.779 13.315 13.623  0.07
104 H 12.510 12.033 12.661  0.10
105 C 9.104 11.200 16.312  -0.66
106 O 8.869 10.235 15.606  0.03
107 N 8.315 11.522 17.400  0.17
108 N 10.132 12.010 16.202  0.19
109 H 7.843 10.696 17.676  0.10
110 H 8.655 12.206 18.022  0.08
111 H 10.325 12.684 16.945  0.12
112 H 10.858 11.908 15.507  0.08

Record 4
The following is a DFT calculation (wB97M-V/def2-TZVPD) of 16 unconnected molecules or ions with the total composition C19H66F3N30O17 at a distorted geometry.

Lowest unoccupied orbital energy   0.06352 Ha
HOMO   -6.5 eV
Gap between HOMO and LUMO   8.2 eV
Charge   -1
ΔE to the lowest compared entry with this formula, charge and spin   1.092 eV

Last column: Löwdin charge in e.
Atoms and positions in Å:
1 C -0.885 -0.987 -0.905  -0.45
2 O -0.124 -0.225 0.021  -0.12
3 O -1.882 -0.194 -1.384  -0.23
4 C 0.010 -1.707 -1.879  -0.51
5 F 1.008 -2.374 -1.221  0.09
6 F -0.671 -2.675 -2.509  0.12
7 F 0.643 -0.987 -2.814  0.15
8 C 0.326 -0.729 1.258  -0.24
9 C 0.858 0.495 2.016  -0.07
10 H 0.144 1.123 2.563  0.04
11 H 1.486 0.169 2.838  0.06
12 H 1.273 1.073 1.206  0.04
13 H 1.304 -1.228 1.163  0.08
14 H -0.258 -1.470 1.809  0.14
15 H -1.424 -1.769 -0.336  0.15
16 C 3.157 3.474 4.126  -0.69
17 O 3.971 3.433 5.031  0.03
18 N 1.935 4.108 4.146  0.16
19 N 3.334 2.753 3.003  0.17
20 H 1.666 4.726 4.887  0.10
21 H 1.338 3.893 3.362  0.04
22 H 4.285 2.445 2.872  0.10
23 H 2.848 2.776 2.119  0.06
24 C 1.344 -5.389 -3.470  -0.71
25 O 1.989 -6.327 -3.907  0.03
26 N 0.738 -5.436 -2.250  0.16
27 N 1.135 -4.211 -4.109  0.17
28 H 0.895 -4.757 -1.515  0.07
29 H 0.904 -6.335 -1.816  0.11
30 H 0.500 -3.580 -3.639  0.05
31 H 1.489 -3.922 -5.002  0.12
32 C 2.840 4.283 -0.215  -0.65
33 O 1.855 3.635 0.147  -0.03
34 N 3.291 5.323 0.520  0.18
35 N 3.450 4.014 -1.385  0.19
36 H 4.107 5.864 0.309  0.10
37 H 2.682 5.608 1.269  0.10
38 H 3.151 3.176 -1.855  0.07
39 H 4.312 4.429 -1.685  0.11
40 C -4.078 0.453 1.762  -0.70
41 O -5.073 0.552 2.453  0.02
42 N -4.090 0.427 0.391  0.15
43 N -2.833 0.595 2.231  0.19
44 H -3.287 0.029 -0.096  0.04
45 H -4.939 0.211 -0.101  0.08
46 H -1.991 0.500 1.690  0.07
47 H -2.715 0.863 3.187  0.08
48 C -2.382 -5.664 -4.986  -0.67
49 O -3.440 -6.046 -4.525  0.04
50 N -1.972 -4.379 -5.095  0.16
51 N -1.315 -6.520 -5.260  0.13
52 H -0.984 -4.228 -5.022  0.06
53 H -2.654 -3.642 -5.089  0.10
54 H -1.664 -7.464 -5.337  0.09
55 H -0.436 -6.467 -4.771  0.06
56 C -1.211 0.935 -5.580  -0.67
57 O -0.424 0.177 -6.098  0.04
58 N -1.746 2.042 -6.217  0.13
59 N -1.841 0.828 -4.362  0.16
60 H -2.555 2.473 -5.814  0.08
61 H -1.444 2.337 -7.125  0.10
62 H -1.601 0.076 -3.732  0.07
63 H -2.511 1.500 -4.048  0.07
64 C 4.232 0.298 5.587  -0.70
65 O 5.421 0.552 5.431  -0.01
66 N 3.382 0.008 4.569  0.16
67 N 3.608 0.299 6.801  0.15
68 H 2.443 -0.233 4.828  0.05
69 H 3.702 -0.253 3.648  0.05
70 H 2.617 0.065 6.803  0.04
71 H 4.075 0.627 7.621  0.09
72 C -4.758 -1.737 -3.014  -0.70
73 O -5.709 -2.326 -3.493  0.02
74 N -4.674 -0.377 -2.831  0.16
75 N -3.571 -2.349 -2.740  0.17
76 H -5.530 0.143 -2.802  0.10
77 H -3.750 -0.003 -2.692  0.04
78 H -2.924 -1.825 -2.160  0.05
79 H -3.548 -3.353 -2.805  0.10
80 C 4.297 0.182 0.637  -0.64
81 O 4.064 0.069 1.828  0.02
82 N 5.482 -0.106 0.016  0.16
83 N 3.276 0.508 -0.211  0.19
84 H 6.163 -0.654 0.506  0.11
85 H 5.452 -0.061 -0.985  0.09
86 H 2.405 0.737 0.233  0.05
87 H 3.368 0.339 -1.194  0.09
88 C -0.116 0.107 5.822  -0.64
89 O 0.948 -0.294 6.257  0.02
90 N -0.206 1.277 5.106  0.17
91 N -1.287 -0.576 5.843  0.17
92 H -1.140 1.607 4.959  0.08
93 H 0.639 1.831 5.108  0.10
94 H -1.290 -1.443 6.350  0.11
95 H -2.155 -0.226 5.485  0.09
96 C 2.806 -4.027 1.634  -0.67
97 O 2.106 -3.444 2.431  0.05
98 N 2.746 -3.807 0.274  0.15
99 N 3.607 -5.085 1.964  0.15
100 H 2.266 -2.973 -0.013  0.06
101 H 3.221 -4.359 -0.414  0.09
102 H 3.624 -5.272 2.951  0.10
103 H 4.223 -5.528 1.314  0.09
104 C -4.472 -3.435 0.921  -0.68
105 O -3.259 -3.252 0.949  0.01
106 N -5.313 -2.608 0.245  0.18
107 N -5.047 -4.425 1.645  0.15
108 H -6.244 -2.963 0.127  0.10
109 H -4.848 -1.954 -0.356  0.06
110 H -4.370 -5.029 2.074  0.10
111 H -6.027 -4.617 1.709  0.09
112 C -0.822 5.398 2.917  -0.68
113 O -1.093 5.885 4.001  0.02
114 N -0.671 4.050 2.685  0.15
115 N -0.544 6.112 1.783  0.16
116 H -1.222 3.519 3.336  0.09
117 H -0.450 3.846 1.726  0.05
118 H -0.634 5.659 0.877  0.05
119 H -0.461 7.109 1.855  0.10
120 C -1.601 3.574 -0.713  -0.65
121 O -1.443 4.793 -0.637  0.00
122 N -0.662 2.683 -0.295  0.17
123 N -2.645 2.971 -1.352  0.17
124 H 0.234 3.032 0.041  0.04
125 H -0.956 1.767 0.013  0.06
126 H -2.601 1.973 -1.513  0.05
127 H -3.231 3.562 -1.913  0.10
128 C 1.422 3.007 -3.814  -0.68
129 O 2.493 3.407 -4.249  0.01
130 N 0.199 3.598 -3.989  0.17
131 N 1.204 1.751 -3.343  0.16
132 H 0.213 4.466 -4.495  0.11
133 H -0.630 3.044 -3.920  0.05
134 H 1.753 0.920 -3.433  0.09
135 H 0.378 1.735 -2.763  0.07